P:
C21H23N3O5 | ωB97M-V/def2-TZVPD

```
52
C21H23N3O5 ωB97M-V/def2-TZVPD
C 5.720 -0.317 -1.690
C 5.240 0.753 -0.763
C 6.017 1.880 -0.523
C 5.570 2.893 0.303
C 4.328 2.796 0.905
C 3.529 1.682 0.700
C 2.189 1.562 1.364
C 4.001 0.661 -0.130
N 3.165 -0.465 -0.333
C 3.465 -1.742 -0.018
O 4.548 -2.147 0.336
C 2.281 -2.710 -0.183
O 1.019 -2.067 -0.274
C 0.464 -1.670 0.891
O 0.990 -1.838 1.965
C -0.834 -1.004 0.695
C -1.500 -0.474 1.811
C -2.732 0.103 1.685
C -3.403 0.199 0.437
N -4.704 0.535 0.406
C -5.541 0.614 -0.776
C -6.934 0.957 -0.256
C -6.934 0.364 1.146
C -5.507 0.629 1.616
C -2.629 -0.176 -0.697
N -2.956 0.160 -2.045
O -2.728 -0.659 -2.914
O -3.378 1.287 -2.256
C -1.404 -0.819 -0.551
H 4.935 -0.598 -2.392
H 5.987 -1.208 -1.121
H 6.591 0.020 -2.247
H 6.982 1.963 -1.001
H 6.187 3.762 0.476
H 3.976 3.590 1.548
H 1.382 1.605 0.628
H 2.106 0.617 1.901
H 2.042 2.374 2.070
H 2.192 -0.256 -0.514
H 2.300 -3.399 0.667
H 2.406 -3.270 -1.113
H -1.019 -0.541 2.774
H -3.200 0.514 2.563
H -5.175 1.379 -1.468
H -5.534 -0.351 -1.301
H -7.717 0.551 -0.891
H -7.055 2.040 -0.205
H -7.674 0.818 1.801
H -7.118 -0.710 1.101
H -5.188 -0.109 2.353
H -5.418 1.631 2.050
H -0.889 -1.140 -1.444
```

For the LUMO energy, the calculation gives -0.01166 hartree. The HOMO energy comes out at -0.315 Ha. As for the net charge: 0. The gap between HOMO and LUMO is 0.30327 Ha. The SMILES is Cc1cccc(C)c1NC(=O)COC(=O)c1ccc(N2CCCC2)c([N+](=O)[O-])c1.


Q:
C21H23N3O5 | ωB97M-V/def2-TZVPD

```
52
C21H23N3O5 ωB97M-V/def2-TZVPD
C 3.311 -2.254 -1.761
C 3.125 -3.582 -1.039
O 1.829 -4.131 -1.226
C 0.770 -3.380 -0.846
C 0.536 -2.407 0.133
C 1.279 -1.748 1.130
C 0.651 -0.821 1.912
C -0.725 -0.519 1.753
C -1.401 0.485 2.623
O -2.561 0.381 2.971
N -0.613 1.522 3.011
C -1.140 2.637 3.772
C -1.411 3.828 2.888
C -2.445 3.763 1.964
C -2.722 4.813 1.094
C -1.924 5.928 1.189
C -0.882 6.000 2.113
C -0.601 4.964 2.969
O -0.251 7.212 1.993
C -0.936 7.904 0.972
O -1.974 7.093 0.468
C -1.484 -1.164 0.808
C -0.862 -2.107 -0.022
N -1.401 -2.838 -0.998
N -0.405 -3.585 -1.472
C -0.640 -4.470 -2.579
C -0.408 -3.749 -3.921
O 0.928 -3.395 -4.168
C 1.766 -4.472 -4.520
H 4.362 -1.979 -1.754
H 2.738 -1.467 -1.277
H 2.969 -2.344 -2.789
H 3.338 -3.481 0.032
H 3.792 -4.341 -1.454
H 2.324 -1.970 1.287
H 1.208 -0.332 2.698
H 0.275 1.659 2.555
H -2.071 2.279 4.220
H -0.430 2.898 4.562
H -3.050 2.870 1.926
H -3.526 4.761 0.381
H 0.207 5.034 3.678
H -1.360 8.836 1.379
H -0.234 8.152 0.160
H -2.534 -0.947 0.703
H 0.021 -5.333 -2.484
H -1.683 -4.787 -2.528
H -0.963 -2.807 -3.911
H -0.791 -4.386 -4.731
H 2.699 -4.033 -4.868
H 1.323 -5.067 -5.327
H 1.975 -5.123 -3.665
```

For the LUMO energy, the calculation gives 0.02159 hartree. The HOMO energy comes out at -0.284 Ha. As for the net charge: 0. The gap between HOMO and LUMO is 0.30539 Ha. The SMILES is CCOc1c2ccc(C(=O)NCc3ccc4c(c3)OCO4)cc2nn1CCOC.


Quick ranking, most stable first: Q, P.


P:
C29H30ClI2N2O3SbTi | ωB97M-V/def2-TZVPD

```
69
C29H30ClI2N2O3SbTi ωB97M-V/def2-TZVPD
Ti -0.438 0.185 -0.347
I -0.979 3.973 6.175
C -0.605 2.715 4.549
C -0.718 1.341 4.698
C -0.470 0.497 3.625
I -0.784 -1.552 3.806
C -0.085 1.038 2.400
O 0.203 0.275 1.313
C -0.026 2.426 2.238
C 0.272 2.935 0.864
N -0.733 2.425 -0.138
C -2.123 2.828 0.199
C -2.892 1.658 0.738
C -4.085 1.812 1.421
C -4.741 0.684 1.885
C -4.183 -0.568 1.660
C -2.998 -0.648 0.963
N -2.371 0.448 0.499
C -0.278 3.259 3.313
H -1.014 0.923 5.651
H 0.256 4.026 0.855
H 1.255 2.599 0.521
H -0.498 2.902 -1.005
H -2.116 3.631 0.936
H -2.618 3.210 -0.696
H -4.484 2.803 1.592
H -5.672 0.781 2.427
H -4.656 -1.468 2.026
H -2.519 -1.599 0.774
H -0.220 4.334 3.194
C 1.575 -2.151 0.058
C 2.057 -1.207 -0.854
C 2.971 -0.236 -0.435
C 3.393 -0.209 0.885
C 2.933 -1.171 1.780
C 2.037 -2.144 1.367
H 0.903 -2.932 -0.278
H 1.806 -1.340 -1.899
H 3.401 0.459 -1.147
H 4.117 0.527 1.210
H 3.297 -1.170 2.799
H 1.709 -2.905 2.058
Cl -5.128 -6.009 -3.695
C -3.959 -4.801 -3.364
C -2.815 -4.713 -4.150
C -1.880 -3.735 -3.881
C -2.072 -2.850 -2.819
C -3.227 -2.945 -2.043
C -4.172 -3.914 -2.313
C -1.059 -1.817 -2.581
O -0.170 -1.542 -3.358
O -1.151 -1.111 -1.422
H -2.671 -5.410 -4.964
H -0.988 -3.650 -4.487
H -3.402 -2.240 -1.243
H -5.077 -3.992 -1.728
C -0.810 1.727 -4.031
Sb 0.791 1.235 -2.715
C 1.724 3.154 -2.453
C 2.228 0.294 -3.966
H -0.414 2.239 -4.906
H -1.534 2.378 -3.541
H -1.300 0.807 -4.343
H 2.157 3.449 -3.409
H 2.523 3.094 -1.716
H 1.020 3.932 -2.156
H 2.398 0.950 -4.820
H 1.838 -0.661 -4.300
H 3.168 0.157 -3.436
```

For the LUMO energy, the calculation gives -0.26433 hartree. The HOMO energy comes out at -0.496 Ha. As for the net charge: +2. The gap between HOMO and LUMO is 0.23131 Ha.


Q:
C29H30ClI2N2O3SbTi | ωB97M-V/def2-TZVPD

```
69
C29H30ClI2N2O3SbTi ωB97M-V/def2-TZVPD
Ti 0.040 -0.316 0.557
I -2.255 -7.017 -2.165
C -1.725 -5.301 -1.104
C -2.678 -4.640 -0.343
C -2.335 -3.496 0.365
I -3.726 -2.435 1.482
C -1.025 -3.037 0.297
O -0.629 -1.912 0.950
C -0.062 -3.696 -0.467
C 1.323 -3.135 -0.416
N 1.363 -1.689 -0.773
C 1.106 -1.477 -2.212
C -0.256 -0.897 -2.446
C -0.806 -0.846 -3.716
C -2.049 -0.266 -3.892
C -2.732 0.218 -2.784
C -2.142 0.103 -1.547
N -0.908 -0.409 -1.381
C -0.416 -4.831 -1.171
H -3.692 -5.012 -0.302
H 1.985 -3.695 -1.080
H 1.710 -3.217 0.599
H 2.302 -1.357 -0.575
H 1.198 -2.418 -2.758
H 1.859 -0.801 -2.623
H -0.258 -1.257 -4.553
H -2.487 -0.202 -4.879
H -3.716 0.654 -2.872
H -2.653 0.424 -0.649
H 0.319 -5.363 -1.761
C 2.789 -0.784 1.942
C 2.795 -2.033 2.544
C 1.811 -2.367 3.471
C 0.827 -1.451 3.814
C 0.843 -0.181 3.252
C 1.813 0.159 2.295
H 3.578 -0.507 1.252
H 3.580 -2.742 2.313
H 1.828 -3.343 3.938
H 0.071 -1.709 4.543
H 0.119 0.557 3.571
H 1.887 1.185 1.948
Cl -4.363 6.334 3.095
C -3.452 5.000 2.533
C -3.782 3.716 2.962
C -3.046 2.643 2.509
C -1.978 2.852 1.629
C -1.655 4.147 1.206
C -2.390 5.220 1.657
C -1.208 1.731 1.152
O -1.480 0.508 1.497
O -0.215 1.819 0.366
H -4.609 3.577 3.643
H -3.287 1.638 2.828
H -0.830 4.296 0.522
H -2.157 6.228 1.342
C 1.226 2.496 -2.618
Sb 2.315 1.578 -1.034
C 2.800 3.262 0.172
C 4.191 1.257 -2.015
H 1.663 3.462 -2.865
H 0.190 2.634 -2.311
H 1.259 1.862 -3.504
H 3.071 4.103 -0.465
H 3.642 3.028 0.821
H 1.937 3.534 0.778
H 4.547 2.193 -2.444
H 4.081 0.530 -2.819
H 4.933 0.892 -1.307
```

For the LUMO energy, the calculation gives -0.26909 hartree. The HOMO energy comes out at -0.489 Ha. As for the net charge: +2. The gap between HOMO and LUMO is 0.21953 Ha.


Quick ranking, most stable first: Q, P.


P:
CH5FOP2 | ωB97M-V/def2-TZVPD

```
10
CH5FOP2 ωB97M-V/def2-TZVPD
C 1.647 0.368 -0.409
O -0.391 -1.099 0.522
F -3.726 -0.569 -0.474
P -0.178 0.501 0.155
P -3.453 0.568 0.662
H 1.852 1.246 -0.845
H 1.890 -0.368 -1.199
H 2.401 0.193 0.398
H -0.205 -1.665 -0.303
H 0.163 0.826 1.493
```

For the LUMO energy (spin up / spin down), the calculation gives -0.03450 / -0.03772 hartree. The HOMO energy (spin up / spin down) comes out at -0.291 / -0.302 Ha. As for the net charge: 0. The gap between HOMO and LUMO (spin up / spin down) is 0.25685 / 0.26440 Ha.


Q:
CH5FOP2 | ωB97M-V/def2-TZVPD

```
10
CH5FOP2 ωB97M-V/def2-TZVPD
C -0.254 1.644 0.071
O 1.635 -1.289 -0.538
F -2.608 -0.666 0.574
P 0.365 -1.374 0.606
P -0.740 0.063 -0.602
H -0.918 2.191 0.812
H -0.179 2.266 -0.848
H 0.735 1.663 0.649
H 2.224 -2.098 -0.470
H -0.260 -2.400 -0.254
```

For the LUMO energy, the calculation gives -0.05472 hartree. The HOMO energy comes out at -0.350 Ha. As for the net charge: 0. The gap between HOMO and LUMO is 0.29511 Ha.


Quick ranking, most stable first: Q, P.


P:
C5H26N2O8 | ωB97M-V/def2-TZVPD

```
41
C5H26N2O8 ωB97M-V/def2-TZVPD
C -1.691 -0.555 0.266
C -1.055 -1.887 -0.430
C -2.209 -2.637 -1.210
N 0.145 -1.606 -1.236
C 1.048 -0.745 -0.779
O 1.104 -0.329 0.403
C 2.315 -0.527 -1.661
N 1.761 0.330 -2.794
H -1.140 0.092 0.884
H -2.530 -0.981 0.930
H -2.101 0.164 -0.448
H -0.663 -2.492 0.508
H -2.946 -2.939 -0.502
H -2.870 -2.074 -1.871
H -1.859 -3.438 -1.742
H 0.196 -2.151 -2.217
H 2.605 -1.584 -1.853
H 3.008 0.143 -1.012
H 0.818 0.010 -3.180
H 1.565 1.263 -2.238
O -0.294 4.176 1.104
H -0.179 4.080 2.105
H 0.164 3.429 0.756
O -2.074 0.083 -3.032
H -2.003 0.656 -3.841
H -3.014 -0.022 -3.030
O -2.763 1.677 0.827
H -2.945 1.916 1.714
H -3.047 2.410 0.298
O 1.003 0.686 3.398
H 0.680 1.368 2.799
H 0.981 -0.136 2.974
O 2.195 -2.064 2.976
H 3.052 -1.451 3.016
H 1.918 -1.786 2.107
O 3.681 0.616 2.254
H 2.720 0.517 1.837
H 3.368 0.521 3.206
O 0.350 2.053 -0.313
H 0.820 1.371 0.095
H -0.114 1.841 -1.069
```

For the LUMO energy, the calculation gives -0.00270 hartree. The HOMO energy comes out at -0.345 Ha. As for the net charge: 0. The gap between HOMO and LUMO is 0.34206 Ha. The SMILES is CC(C)NC(=O)CN.O.O.O.O.O.O.O.


Q:
C5H26N2O8 | ωB97M-V/def2-TZVPD

```
41
C5H26N2O8 ωB97M-V/def2-TZVPD
C 2.464 -0.759 0.316
C 1.089 0.013 0.159
C 0.845 0.261 -1.306
O 1.569 0.733 -2.108
N -0.452 -0.011 -1.677
C -1.260 -1.107 -1.094
C -1.152 -2.214 -2.220
N -0.441 -3.313 -1.589
H 3.235 -0.472 -0.312
H 2.984 -0.693 1.327
H 2.343 -1.893 0.173
H 0.341 -0.575 0.734
H 1.184 0.957 0.754
H -0.632 0.486 -2.574
H -0.729 -1.334 -0.162
H -2.319 -0.725 -0.964
H -0.537 -1.740 -2.993
H -2.067 -2.484 -2.802
H -1.107 -4.095 -1.697
H 0.502 -3.584 -1.917
O 1.239 2.965 1.769
H 0.967 3.252 0.764
H 1.851 3.618 1.801
O -1.693 -3.054 3.030
H -0.863 -2.716 2.540
H -2.420 -2.472 2.787
O -3.259 1.026 2.063
H -3.134 0.102 2.024
H -2.506 1.689 2.169
O 0.946 3.614 -0.879
H 0.121 3.003 -0.960
H 1.638 2.852 -1.165
O 1.959 -1.754 -3.552
H 1.170 -1.424 -3.415
H 2.344 -0.910 -3.775
O -0.136 -0.383 2.844
H 0.676 -0.255 3.240
H -0.413 0.530 2.618
O -1.411 2.909 2.476
H -1.688 3.636 2.017
H -0.330 2.914 2.368
```

For the LUMO energy, the calculation gives -0.00118 hartree. The HOMO energy comes out at -0.347 Ha. As for the net charge: 0. The gap between HOMO and LUMO is 0.34582 Ha. The SMILES is CCC(=O)NCCN.O.O.O.O.O.O.O.


Quick ranking, most stable first: P, Q.